Entry 1:
The following is a DFT calculation (ωB97M-V with the def2-TZVPD basis set) of a gas-phase ion, C7H13N2O2 (charge +1) in a non-equilibrium geometry.

Last column: natural (NBO) charge in e.
Element x y z (Å)
C1 1.8086 0.1053 1.4062  -0.499
C2 -1.5935 -0.1866 0.4477  -0.246
C3 -1.4681 -1.4530 -0.4203  -0.106
C4 0.7925 -1.5987 -0.1926  -0.131
C5 2.7273 0.6681 0.1183  -0.061
C6 0.8029 -0.3156 0.6105  0.164
C7 -0.3102 1.4151 -0.9188  -0.453
N1 3.6710 0.0696 -0.3546  0.178
N2 -0.2914 0.5935 0.3197  -0.424
O1 4.1968 -0.9823 -0.5232  -0.245
O2 -0.4604 -2.2469 0.0155  -0.483
H1 2.3633 -0.8275 1.9161  0.288
H2 1.7639 0.9488 2.0849  0.260
H3 -2.4272 0.6511 0.3125  0.250
H4 -1.6470 -0.4613 1.5124  0.240
H5 -2.4616 -2.1233 -0.3027  0.249
H6 -1.3550 -1.2390 -1.4770  0.183
H7 0.9549 -1.4620 -1.2518  0.195
H8 1.5048 -2.1843 0.2523  0.228
H9 2.2871 1.5620 -0.2893  0.207
H10 -0.1484 0.6986 -1.7460  0.237
H11 -1.3486 1.9973 -1.1314  0.266
H12 0.5060 2.1750 -1.0267  0.245
H13 -0.1068 1.1331 1.2568  0.457

Computed properties:
LUMO level (alpha / beta) (eV): -4.55 / -4.07
2S+1: 1
Energy (Ha): -534.00261
HOMO (alpha / beta) (eV): -12.639 / -12.117
ΔE to the lowest compared entry with this formula, charge and spin (eV): 7.640
HOMO-LUMO gap (alpha / beta) (eV): 8.093 / 8.051
Net charge: +1


Entry 2:
The following is a DFT calculation (ωB97M-V with the def2-TZVPD basis set) of 2 unconnected molecules or ions with the total composition C7H13N2O2S in a non-equilibrium geometry.

Last column: natural (NBO) charge in e.
Element x y z (Å)
C1 1.9461 -1.2714 -0.3544  0.197
C2 0.5536 -1.1203 1.2716  0.399
C3 0.6020 -1.7376 -0.8815  -0.314
C4 0.0115 3.0699 -0.5608  -0.651
C5 -1.6463 -1.7734 0.3000  -0.441
C6 0.4452 1.6104 -0.3035  -0.021
C7 -0.7033 0.8184 -1.0629  0.408
N1 1.8505 -0.8705 0.8684  -0.450
N2 -0.2278 -1.5168 0.2300  -0.372
O1 0.3169 1.2795 1.0255  -0.709
O2 -1.7473 0.6580 -0.5348  -0.516
S1 0.2080 -1.1376 2.9988  0.228
H1 2.8092 -1.0398 -0.8979  0.233
H2 0.3387 -1.0050 -1.6451  0.257
H3 0.7038 -2.8281 -1.2840  0.285
H4 0.6452 3.5702 -1.2377  0.234
H5 -1.1429 3.1861 -0.6485  0.248
H6 0.0805 3.5937 0.4841  0.249
H7 -1.7293 -2.7483 0.7811  0.225
H8 -2.2524 -0.9303 0.6059  0.282
H9 -1.8775 -2.0487 -0.6734  0.236
H10 1.4235 1.4943 -0.5227  0.184
H11 -0.5070 0.8175 -2.1724  0.137
H12 1.0316 1.5048 1.5788  0.495
H13 -1.1327 -1.5749 2.6355  0.178

Computed properties:
LUMO level (eV): -4.68
2S+1: 1
Energy (Ha): -932.34347
HOMO (eV): -13.478
ΔE to the lowest compared entry with this formula, charge and spin (eV): 3.301
HOMO-LUMO gap (eV): 8.802
Net charge: +1


Entry 3:
The following is a DFT calculation (ωB97M-V with the def2-TZVPD basis set) of 2 unconnected molecules or ions with the total composition C7H13N2O7P2S in a non-equilibrium geometry.

Last column: natural (NBO) charge in e.
Element x y z (Å)
C1 -0.6087 1.6145 -2.8646  -0.653
C2 0.2963 0.5398 -3.4902  -0.064
O1 1.0088 -0.1667 -2.4611  -0.503
C3 0.2347 -0.7846 -1.5401  0.281
C4 -0.9067 -1.5018 -1.8334  -0.202
C5 -1.6218 -2.1049 -0.8209  -0.217
C6 -1.1643 -1.9936 0.4677  0.075
N1 -0.0618 -1.2854 0.7336  -0.524
P1 0.5199 -1.1132 2.4570  1.647
O2 1.5692 -2.4312 2.6045  -1.026
O3 -0.7986 -1.4539 3.2495  -1.007
C7 0.6556 -0.6643 -0.2166  -0.064
P2 2.1545 0.3468 0.2524  1.248
N2 1.6915 1.5751 1.0793  -1.168
H1 -1.5668 1.1663 -2.6211  0.215
H2 -0.1844 1.9690 -1.9268  0.256
H3 -0.7197 2.4433 -3.5555  0.218
H4 -0.3017 -0.1245 -4.1121  0.161
H5 1.0516 1.0123 -4.1068  0.195
H6 -1.2327 -1.5821 -2.8577  0.225
H7 -2.5147 -2.6606 -1.0462  0.230
H8 -1.7107 -2.4565 1.2716  0.245
H9 1.8196 -2.7791 1.7419  0.477
H10 -0.6888 -1.0938 4.1490  0.562
H11 2.7470 0.7582 -0.9570  -0.040
H12 3.0150 -0.5124 0.9705  -0.066
H13 1.9128 2.4612 0.6432  0.388
O4 -1.2667 1.4952 1.6697  -1.146
S1 -0.9190 2.1905 2.9632  2.579
O5 -2.1466 2.7310 3.5839  -1.086
O6 0.0649 3.2656 2.7204  -1.081
O7 -0.3276 1.1397 3.8529  -1.155

Computed properties:
LUMO level (eV): 1.21
2S+1: 1
Energy (Ha): -1991.55869
HOMO (eV): -2.510
HOMO-LUMO gap (eV): 3.717
Net charge: -1


Entry 4:
The following is a DFT calculation (ωB97M-V with the def2-TZVPD basis set) of C7H13N3O in the gas phase in a non-equilibrium geometry.

Last column: natural (NBO) charge in e.
Element x y z (Å)
C1 0.5454 1.8717 1.1760  -0.401
C2 1.7251 0.9535 1.1496  -0.388
C3 -0.3000 2.1625 -0.1366  -0.391
C4 1.4343 -0.3574 0.2557  -0.519
C5 -0.5168 0.9097 -0.9931  -0.256
C6 0.4857 -0.1735 -0.8724  0.554
C7 -1.5807 -2.9575 0.0666  -0.420
N1 -1.8828 0.4413 -0.4554  -0.294
N2 -1.9910 -0.6941 -0.0366  0.061
N3 -1.1317 -1.6059 -0.1267  -0.346
O1 0.9707 -0.9016 -1.9398  -0.664
H1 -0.3295 1.4000 1.8638  0.205
H2 0.9921 2.7470 1.7406  0.226
H3 2.5592 1.4427 0.6800  0.194
H4 1.8986 0.8502 2.1751  0.217
H5 -1.2913 2.3731 0.0396  0.243
H6 0.1072 2.8349 -0.8923  0.199
H7 2.3930 -0.8517 -0.1409  0.240
H8 1.1204 -1.0177 1.0938  0.260
H9 -0.6861 0.9912 -2.0209  0.209
H10 -1.6698 -3.2198 -1.0028  0.192
H11 -0.8326 -3.4380 0.5681  0.191
H12 -2.5915 -3.1086 0.5627  0.206
H13 0.5724 -0.6522 -2.7541  0.481

Computed properties:
LUMO level (alpha / beta) (eV): 0.21 / 0.21
2S+1: 1
Energy (Ha): -513.83433
HOMO (alpha / beta) (eV): -7.783 / -7.784
ΔE to the lowest compared entry with this formula, charge and spin (eV): 6.219
HOMO-LUMO gap (alpha / beta) (eV): 7.998 / 7.999
Net charge: 0